126
Properties=species:S:1:pos:R:3:forces:R:3:lowdin_charge:R:1 method="wB97M-V/def2-TZVPD" gap_ev=9.137 homo_ev=-8.68 energy_ev=-58028.0674 e_above_lowest_ev=23.257 charge=0
O -0.534976 -3.097012 -4.072029 -0.9 1.1 -2.6 -0.02
O 4.077976 1.954969 1.655342 0.5 5.3 8.2 -0.11
O -0.557650 2.197677 4.123030 -2.0 -0.1 0.6 -0.10
O -1.385689 -3.782963 1.113870 1.4 -0.9 -0.6 -0.13
O 1.850307 0.251082 -5.610840 2.5 0.1 -0.9 -0.05
O -0.472695 1.740866 -0.117302 0.6 -2.0 7.0 -0.04
O -3.893087 -0.188264 2.306361 -0.8 0.7 0.4 -0.02
O 0.996940 -3.388336 5.340599 -0.2 0.7 -0.1 -0.03
O -2.383866 0.903924 0.712118 -1.7 1.4 -1.0 -0.15
O -3.529787 -1.738251 -2.386055 -0.4 0.1 0.4 -0.02
O 3.985348 1.092206 -0.052481 -1.0 -4.2 -11.6 0.01
O -0.519075 3.523533 1.352138 -0.4 2.2 1.7 -0.06
O 0.133581 1.949013 -2.012171 4.0 1.6 -7.7 -0.18
C 0.240690 -4.670383 -2.599090 0.5 0.1 0.9 -0.04
C 2.750947 1.822228 2.076469 2.3 0.2 -0.7 -0.15
C -1.583038 -0.482209 -1.851759 -2.8 -1.4 -2.4 -0.08
C -3.370232 0.512524 -3.367290 0.0 -0.8 -0.2 -0.02
C -0.179582 -3.200881 -2.753875 0.7 -1.4 0.9 -0.46
C -2.562244 4.735928 0.781257 0.2 0.0 -0.4 -0.05
C 0.195239 0.831019 1.961423 -1.6 -1.0 -0.2 -0.07
C 4.058510 -0.102186 -0.881764 0.2 -0.9 0.7 -0.32
C 0.111560 1.522722 -4.772425 -0.1 0.1 0.8 -0.03
C 0.051438 -0.617259 -0.247445 1.5 1.7 3.9 -0.15
C 0.582341 -2.576418 3.071414 -0.3 0.0 -0.1 -0.05
C 0.801528 2.073243 4.247491 1.7 1.3 1.6 -0.21
C -2.702311 -0.922596 2.370047 1.4 -3.0 1.8 -0.46
C 1.492452 2.362354 -1.892898 -0.6 -0.7 -0.6 -0.12
C 5.337063 -0.867066 -0.498549 0.2 0.1 0.1 -0.03
C -1.050763 4.585997 0.559301 0.8 -0.1 0.3 -0.41
C 0.869798 0.199128 -4.627556 -0.8 -0.3 0.1 -0.41
C 2.717769 -0.810123 -0.589258 1.8 0.8 -0.3 -0.03
C -3.117518 -2.392905 2.259330 0.9 0.9 0.6 -0.02
C -1.975204 -0.635924 3.703161 -1.1 -0.3 -1.0 -0.04
C 0.814601 -2.144448 -2.270478 -2.1 -4.7 -0.8 -0.15
C 1.547474 -0.063826 -3.256658 2.0 2.4 -1.8 -0.11
C -0.552334 4.408304 -0.902734 -1.3 0.9 1.2 -0.01
C -0.164037 -3.729794 0.407211 -0.2 -0.5 -1.4 -0.13
C 0.379449 0.734895 0.444786 -0.7 -1.2 1.4 -0.24
C 1.126918 -2.261783 4.453588 0.7 -0.2 0.1 -0.43
C 0.571702 -0.983513 5.049257 -0.1 -0.4 0.7 -0.08
C -2.997812 1.872835 -0.133458 -2.9 -0.5 -0.1 -0.04
C -2.652751 -0.764502 -2.918214 1.4 1.1 0.1 -0.43
H -0.390923 -1.101163 5.546842 0.1 -0.2 -0.1 0.09
H 2.098218 2.010905 1.224147 0.1 0.3 0.5 0.08
H 2.073724 1.472626 -1.650805 0.3 0.8 0.4 0.04
H -4.228070 -0.431383 3.172550 -1.0 0.7 0.1 0.12
H -1.013369 -1.143802 3.774125 -1.0 0.5 -0.6 0.02
H 0.539334 -1.219184 -2.776651 -1.2 -2.6 0.9 0.03
H -0.772229 1.610582 -4.140531 0.2 0.0 -0.2 0.05
H -3.145053 3.904237 0.385370 0.4 1.1 0.1 0.02
H -0.984222 -0.928177 -0.110123 1.4 0.2 1.3 0.09
H 4.161498 0.174462 -1.931039 -0.4 0.1 -0.1 0.14
H 1.089774 1.096091 4.635043 -0.1 0.7 -0.4 0.06
H 1.913713 -0.093735 -0.757783 1.2 -0.7 -0.5 0.03
H 0.343697 -0.687593 -4.981198 -1.3 0.0 0.9 0.13
H 2.613096 0.819507 2.480994 -0.3 -0.2 0.0 0.10
H 0.449677 -0.295425 4.212750 0.0 -0.4 0.7 0.02
H 0.284243 -0.627223 -1.312249 0.1 1.0 2.5 0.01
H 1.153917 2.779238 4.999473 0.3 0.3 0.2 0.11
H 0.806072 2.314881 -4.492674 -0.1 0.0 0.2 0.07
H -1.033118 -1.403730 -1.660780 -1.7 0.3 -1.0 0.04
H 1.717023 3.151448 -1.175269 -0.2 -0.1 0.2 0.09
H -0.642837 2.691441 0.889642 0.3 0.7 0.2 -0.03
H -0.063159 -2.773684 -0.106377 -0.2 -0.8 0.9 0.04
H -3.670604 2.506324 0.444575 0.2 -0.4 0.0 0.10
H 2.188203 -2.039299 4.342839 0.4 -0.2 -0.1 0.14
H -0.861384 5.294047 -1.457754 -0.1 -0.2 -0.4 0.09
H 1.111577 -4.886229 -3.218016 -0.1 0.1 -0.5 0.09
H 2.581423 -1.694581 -1.211552 0.5 0.4 0.8 0.08
H -1.986241 -0.555954 1.634586 -0.5 -1.4 0.1 0.10
H -3.049284 0.510560 1.281388 -1.0 0.8 0.1 0.04
H -2.918872 5.654925 0.316094 0.0 0.1 0.1 0.08
H 0.684916 -1.364155 0.231054 -0.1 0.6 0.3 0.07
H 1.834477 -2.401428 -2.556724 -0.3 -0.8 0.0 0.11
H 1.942734 -1.071564 -3.128872 1.3 2.1 -1.6 0.06
H -0.576041 -5.343680 -2.859315 0.0 0.1 0.0 0.09
H 0.905048 0.070288 -2.386366 0.6 1.2 -1.2 0.04
H 4.282995 1.400599 0.898871 0.6 -0.6 4.5 -0.24
H -2.697852 1.254371 -3.798178 0.1 -0.1 0.2 0.07
H -1.890933 0.450741 3.690412 0.3 -0.1 0.9 0.09
H 2.485052 2.501890 2.886073 1.6 0.3 -0.9 0.07
H -2.240898 2.460076 -0.653384 -0.9 0.1 0.0 0.10
H 0.709817 -3.932019 1.026548 -0.5 0.0 -0.1 0.08
H -0.825179 0.585463 2.255609 0.6 0.0 -0.5 0.06
H -2.037196 -0.253300 -0.887682 -0.5 0.4 -1.1 0.09
H 5.267592 -1.931038 -0.724867 0.0 0.0 0.0 0.08
H -1.388994 1.529590 0.075995 1.0 -1.2 0.6 -0.02
H 0.135588 -3.409155 -4.684009 0.3 -0.1 0.2 0.10
H -4.039777 0.220183 -4.176200 -0.5 0.3 0.1 0.08
H -3.893759 0.958913 -2.521860 -0.2 -0.1 -0.5 0.06
H -2.200633 -2.961487 2.414712 -1.1 0.0 0.3 0.05
H 1.437292 0.587746 -6.409376 0.1 0.0 -0.1 0.08
H -0.134444 1.774627 -5.803992 -0.2 -0.6 -0.2 0.08
H 0.822990 0.164198 2.552502 0.1 0.2 -0.7 0.07
H 2.642340 -1.000665 0.481297 0.3 -0.4 0.1 0.12
H 2.323365 0.691828 -3.133799 0.1 -0.3 -0.7 0.08
H -0.619608 5.474341 1.020862 0.2 0.2 -0.3 0.13
H 0.598073 -4.911551 -1.597979 0.0 -0.2 -0.5 0.05
H -2.744713 4.765589 1.855462 0.0 0.2 0.0 0.09
H -0.138930 -4.444060 -0.415772 -0.4 -0.1 0.9 0.05
H -2.131970 -1.225003 -3.757751 0.0 0.1 -0.4 0.12
H 1.440329 -4.130382 4.923004 0.0 -0.1 0.0 0.08
H -3.545154 -2.602331 1.278836 -0.2 -0.1 0.1 0.09
H -3.641223 1.371949 -0.856810 0.3 0.0 0.0 0.09
H 6.224462 -0.471514 -0.992678 -0.1 0.0 -0.5 0.08
H -4.255680 -1.822046 -3.008681 -0.2 -0.2 0.0 0.09
H -0.768380 3.115713 3.937590 0.0 0.1 -0.2 0.10
H 1.328773 2.287417 3.317842 -1.1 0.0 1.6 0.01
H 0.568773 -1.699443 2.424251 0.2 0.1 0.1 0.07
H 0.693650 -2.111580 -1.187707 1.0 -0.7 -1.7 0.03
H -1.007563 3.486001 -1.263612 0.2 1.0 -0.7 0.06
H -2.557284 -1.001067 4.549291 -0.3 0.1 0.2 0.11
H -0.229117 1.844359 -1.129516 0.2 0.4 -1.6 -0.25
H 4.628551 1.723276 -0.383596 0.0 0.5 -0.9 0.17
H 0.531238 4.310666 -0.969497 -0.5 0.3 0.3 0.06
H -2.094943 -3.582426 0.498770 0.0 -0.1 -0.1 0.08
H 1.215917 -0.532748 5.804175 0.3 -0.2 -0.1 0.10
H -1.118476 -2.957404 -2.256571 -0.1 -0.7 0.3 0.12
H 0.268734 1.832871 2.384488 0.1 -0.8 -1.6 0.05
H 1.159603 -3.313947 2.513801 0.2 0.0 0.8 0.07
H -0.456743 -2.903944 3.104940 0.3 -0.3 0.2 0.08
H -0.811852 0.222063 -2.163811 -1.1 0.4 -0.3 0.09
H -3.836637 -2.617917 3.046953 -0.2 0.0 0.0 0.09
H 1.824444 2.677183 -2.882228 0.2 0.3 0.1 0.09
H 1.429359 1.008666 0.340605 -0.8 0.1 -1.0 0.09
H 5.623062 -0.738670 0.545401 -0.6 -0.2 0.3 0.09